17
Properties=species:S:1:pos:R:3:forces:R:3 method="wB97M-V/def2-TZVPD" spin_multiplicity=1 relative_energy_kcal_mol=46.9 gap_ev=9.49 charge=+1
C -0.00807 1.08288 0.16111 -2.02 -0.27 -0.25
C 0.09420 -0.20712 -0.20018 0.18 0.20 0.28
N -1.14105 -1.03106 -0.41536 2.51 -0.37 0.62
N -1.20948 1.62070 0.53514 -0.19 0.89 -0.08
H 0.74271 1.84088 0.01207 0.63 -0.41 0.68
H 0.97933 -0.81448 -0.13788 0.25 0.22 -0.59
H -0.82725 -1.64476 -1.18420 -1.11 0.05 -0.46
H -1.20693 -1.70635 0.34826 -1.00 0.31 0.24
H -1.94926 -0.44184 -0.57700 -0.31 -0.39 -0.25
H -1.24980 2.58824 0.80292 0.26 0.14 -0.23
H -2.08709 1.17471 0.76044 0.52 -0.48 -0.01
H 0.05396 -4.03806 -2.00908 -0.02 -0.32 -0.65
H 0.16186 -3.53414 -0.62168 -0.11 -0.36 0.13
O -0.49412 -3.66347 -1.32110 0.35 0.73 0.58
H 3.12260 2.83060 0.61428 0.27 -0.06 -0.62
H 2.76699 3.07111 2.01977 -0.38 -0.21 0.12
O 2.44185 2.59550 1.24162 0.18 0.33 0.47